(1)
22
Properties=species:S:1:pos:R:3 method="wB97M-V/def2-TZVPD" total_charge=0 total_energy_ev=-10329.650 gap_ev="7.27 / 7.19" homo_energy_ev="-7.10 / -7.05"
H -0.64 -2.03 2.02
H 2.06 2.18 -0.45
H 2.42 0.64 0.32
C -0.79 1.66 -0.60
N -1.12 0.05 1.96
H 0.29 1.56 1.28
H -1.57 -1.04 -0.39
H 0.12 -2.45 -2.10
H -1.07 0.93 -1.36
C 1.70 1.15 -0.33
H 1.73 0.68 -1.32
C 0.33 1.20 0.27
H 0.68 -0.89 2.36
H -1.67 1.88 0.00
H -0.48 2.56 -1.15
N -0.40 -1.61 -1.88
N 0.25 -1.09 0.35
H -2.05 -0.21 1.61
H 1.06 -1.70 0.25
C -0.24 -1.03 1.78
N -0.76 -1.65 -0.51
H 0.16 -0.79 -2.11

=====

(2)
22
Properties=species:S:1:pos:R:3 method="wB97M-V/def2-TZVPD" total_charge=+2 total_energy_ev=-10313.051 smiles="CNN[C@H](C)/[NH+]=[NH+]/C" gap_ev="8.78 / 7.98" homo_energy_ev="-18.68 / -18.53"
H -1.44 0.93 -0.13
H 0.23 2.79 -1.94
C -0.78 2.34 -1.52
H -2.18 -1.38 -1.35
H -1.39 2.98 -0.95
C 1.79 -0.14 2.68
N 0.31 -1.08 0.64
H -0.34 -1.35 1.37
N -0.21 0.04 -1.48
H -1.27 -2.86 -1.30
H -1.84 -2.22 0.05
C -0.09 -1.23 -0.74
H 0.85 -0.28 3.30
H 0.71 -1.77 -1.27
H 2.60 -0.85 2.99
N 1.41 -0.36 1.07
H 2.05 0.94 2.72
H 2.07 0.20 0.48
C -1.40 -1.95 -0.79
H -1.18 2.17 -2.63
H 0.66 0.12 -2.02
N -0.68 1.15 -0.82

=====

(3)
23
Properties=species:S:1:pos:R:3 method="wB97M-V/def2-TZVPD" total_charge=0 total_energy_ev=-12377.861 gap_ev=8.40 homo_energy_ev=-7.80
H -1.70 2.24 -0.69
C -1.32 1.27 -1.03
H 1.58 2.63 0.31
H 0.44 -1.81 -1.68
H -1.22 -1.84 -1.79
N 0.70 0.87 0.90
H 0.63 0.58 1.87
H 2.77 0.31 0.47
N -0.47 -0.93 -0.18
H 0.14 -2.72 0.69
C 1.91 -0.14 -0.02
H -1.66 -2.50 0.56
C -0.70 -2.02 0.75
C -1.07 0.42 0.21
H 2.07 -1.22 0.01
H 0.86 2.62 1.80
H -2.05 0.79 -1.67
H 1.83 0.27 -1.02
N -0.42 -1.26 -1.55
H -0.74 -1.65 1.77
O -1.95 0.36 1.09
N 0.79 2.29 0.84
H -0.41 1.44 -1.61

=====

(4)
20
Properties=species:S:1:pos:R:3 method="wB97M-V/def2-TZVPD" total_charge=+1 total_energy_ev=-7905.401 gap_ev=12.75 homo_energy_ev=-15.84
H 1.90 1.43 -0.47
H -0.82 0.13 -1.16
H 1.39 3.02 0.10
H -1.25 -2.62 1.38
H 2.48 -1.25 -0.03
H 1.03 2.51 -1.57
H 0.11 1.63 1.16
H -1.04 2.11 0.00
C 1.11 2.16 -0.54
C -1.18 -0.51 0.94
H -1.14 -2.32 -0.48
H -0.48 -0.70 1.79
C -0.14 1.52 0.08
H -2.56 -2.26 0.14
H 0.44 -0.61 -0.39
H -2.04 0.18 1.13
O 1.86 -1.39 -0.75
C -1.56 -1.91 0.51
N -0.36 0.09 -0.23
H 2.23 -1.20 -1.62

=====

(5)
20
Properties=species:S:1:pos:R:3 method="wB97M-V/def2-TZVPD" total_charge=+1 total_energy_ev=-7904.997 gap_ev=12.21 homo_energy_ev=-15.46
H 0.63 -1.02 -2.97
H 2.39 0.56 2.57
C -0.56 0.18 -0.14
H -0.18 -0.63 1.86
N -0.86 0.02 1.43
H -1.94 1.52 -0.86
H -0.13 -1.96 -0.93
H -1.72 -0.02 -1.79
H -1.74 -0.46 1.58
H -2.72 0.03 -0.33
H 0.04 1.00 -0.05
H 1.96 -0.49 -2.17
O 1.60 0.56 2.06
H 0.70 0.61 -2.53
H -0.77 0.84 2.09
C 0.36 -0.94 -0.85
C -1.85 0.38 -0.86
H 1.12 -1.20 -0.21
H 2.09 0.73 1.24
C 0.95 -0.30 -2.14

=====

(6)
20
Properties=species:S:1:pos:R:3 method="wB97M-V/def2-TZVPD" total_charge=+1 total_energy_ev=-7906.267 gap_ev=11.38 homo_energy_ev=-14.86
H -0.40 -2.00 -0.39
H -1.53 -0.87 -0.34
H -0.95 -0.02 1.75
H -1.22 -1.05 -3.11
H -0.17 -1.51 2.17
C 1.07 0.70 -0.22
H -2.36 -0.20 -2.53
H 1.45 0.27 1.88
N -1.01 -1.52 0.27
H 1.93 0.50 -0.85
C 1.08 -0.25 1.00
C -0.30 -0.79 1.36
H 1.79 2.81 0.05
O -1.44 -0.43 -2.41
H 0.61 2.31 1.17
H 0.26 2.69 -0.54
H -1.64 -2.22 0.65
C 0.91 2.18 0.15
H 0.19 0.49 -0.83
H 1.74 -1.08 0.78

=====

(7)
20
Properties=species:S:1:pos:R:3 method="wB97M-V/def2-TZVPD" total_charge=+1 total_energy_ev=-7906.241 gap_ev=12.10 homo_energy_ev=-15.42
H -2.24 1.49 2.41
C -1.47 1.26 1.67
N 0.72 -0.50 -0.32
C -1.06 1.17 -0.84
H -1.14 2.24 -1.03
H -1.57 0.83 -1.74
H -2.98 0.95 0.05
H 0.80 0.87 -1.95
C 0.42 0.82 -0.95
H 1.72 -0.70 -0.23
H -0.90 2.18 1.56
H 2.25 -3.56 0.15
H -1.95 -0.37 0.33
C -1.95 0.74 0.33
O 2.58 -2.66 -0.01
H 0.93 1.56 -0.33
H 0.50 -0.49 0.68
H -0.80 0.55 2.18
H 3.38 -2.92 -0.49
H 0.24 -1.29 -0.74

=====

(8)
20
Properties=species:S:1:pos:R:3 method="wB97M-V/def2-TZVPD" total_charge=+2 total_energy_ev=-7890.456 spin_multiplicity=2 gap_ev="12.79 / 4.37" homo_energy_ev="-19.91 / -19.90"
H -0.47 2.44 -1.02
H -0.16 -1.08 -1.89
H 2.46 -0.33 1.43
C -0.39 0.00 -1.89
H 1.07 -1.33 0.17
H 1.45 0.66 -1.17
C -0.26 1.78 -0.18
H -0.02 0.39 -2.87
C 0.45 0.59 -0.69
H -2.59 -2.15 0.02
C 1.46 0.01 1.59
H -1.45 0.30 -1.86
H 0.47 2.29 0.52
H 1.50 1.11 1.76
H -1.04 1.49 0.54
H 1.18 -0.58 2.46
H -0.32 -0.75 0.70
O -1.82 -1.97 0.58
H -2.15 -2.42 1.38
N 0.63 -0.44 0.41

=====

(9)
21
Properties=species:S:1:pos:R:3 method="wB97M-V/def2-TZVPD" total_charge=0 total_energy_ev=-9956.200 spin_multiplicity=2 gap_ev="3.09 / 11.56" homo_energy_ev="-2.60 / -11.22"
H 1.32 -2.21 -0.03
H 0.83 -2.02 -1.66
H -0.11 -0.96 2.82
N 0.08 0.36 -0.52
H -1.94 -0.38 1.21
C 0.75 0.57 -1.83
H 0.77 3.44 -0.31
H -0.18 -3.04 -0.59
H -0.56 1.18 -0.29
H -1.34 -1.15 -1.02
H 0.66 0.56 0.31
H -0.10 3.57 0.90
O 0.15 2.90 0.24
H 0.82 1.63 -2.07
C 0.43 -2.13 -0.65
H -1.31 -1.98 1.50
C -0.51 -1.01 -0.31
C -1.04 -1.00 1.10
H -0.01 0.26 -2.55
H 1.73 0.12 -1.83
O -0.03 -0.47 1.99

=====

(10)
21
Properties=species:S:1:pos:R:3 method="wB97M-V/def2-TZVPD" total_charge=0 total_energy_ev=-9956.521 spin_multiplicity=2 gap_ev="3.30 / 11.36" homo_energy_ev="-2.73 / -11.00"
H 2.40 1.30 0.58
C -0.14 -0.74 -0.38
H 1.47 -0.45 1.82
H 0.31 -1.75 2.25
C -0.92 0.10 -1.39
H -0.31 1.94 -1.55
H -1.95 -0.24 -1.50
H -1.56 -2.36 -0.55
H 2.68 2.60 -0.15
H 0.92 -0.58 -0.55
C -0.48 -2.20 -0.51
N -0.45 -0.23 1.00
H 0.14 -0.14 2.98
O 2.01 1.92 -0.04
H -1.44 -0.50 1.26
H -0.44 0.81 0.95
C 0.44 -0.69 2.09
H -0.43 -0.01 -2.36
H -0.04 -2.60 -1.43
O -0.95 1.48 -1.00
H -0.10 -2.84 0.29

=====

(11)
21
Properties=species:S:1:pos:R:3 method="wB97M-V/def2-TZVPD" total_charge=0 total_energy_ev=-9955.265 spin_multiplicity=2 gap_ev="3.69 / 11.08" homo_energy_ev="-3.02 / -10.55"
H -0.36 3.13 -2.27
O -0.39 2.16 -2.43
C 1.21 -1.85 0.29
H -1.24 -0.91 0.73
H 2.16 0.31 0.30
H -1.38 1.60 -1.00
O 0.91 -2.13 1.69
H -1.70 0.67 1.65
N -1.85 0.76 -0.52
H -2.84 0.88 -0.43
C 1.25 -0.18 -0.02
H 0.61 0.20 1.90
H 0.47 2.14 -3.08
H -1.57 -0.01 -1.19
C -1.20 0.21 0.79
H 0.53 1.69 0.88
H 2.15 -2.19 -0.26
C 0.27 0.55 0.87
H 0.29 -2.33 -0.25
H 1.14 -0.11 -1.10
H 1.28 -3.00 2.04

=====

(12)
21
Properties=species:S:1:pos:R:3 method="wB97M-V/def2-TZVPD" total_charge=+1 total_energy_ev=-9953.709 gap_ev=10.91 homo_energy_ev=-13.96
C 1.54 0.55 1.23
H 0.52 -3.28 -0.66
H -0.97 -3.10 -0.56
O 1.43 1.39 -2.31
H -3.04 0.17 0.18
H 1.90 -0.28 0.61
H -1.25 0.48 -1.30
C 0.13 0.28 1.74
H -2.61 0.45 1.90
H -0.39 -0.87 -0.95
N -0.50 0.13 -0.71
H 1.53 1.48 0.66
H 0.89 1.28 -3.10
H 0.08 -0.74 2.13
H 2.07 2.05 -2.59
C -2.24 0.25 0.91
H -0.16 0.89 2.57
C -0.95 0.31 0.68
H 0.37 0.61 -1.00
O -0.14 -2.58 -0.53
H 2.27 0.62 2.03